14
Properties=species:S:1:pos:R:3 method="wB97M-V/def2-TZVPD" homo_energy_ev=-7.981 spin_multiplicity=1 total_energy_ev=-7450.66353
O 1.807 0.232 -0.108
N 1.199 -1.133 -0.290
C -0.028 -1.125 0.440
C -1.053 1.187 -0.142
C -1.106 -0.244 -0.402
B 1.174 1.272 0.187
H -1.478 1.627 0.705
H 1.961 -1.763 0.039
H -0.921 -0.384 -1.549
H 1.654 2.229 0.472
H -0.212 -2.212 0.382
H -1.125 1.686 -1.008
H -2.109 -0.765 -0.182
H 0.237 -0.607 1.457


18
Properties=species:S:1:pos:R:3 method="wB97M-V/def2-TZVPD" charge=+2 homo_energy_ev=-17.362 spin_multiplicity=1 total_energy_ev=-24268.72357
Ba 1.898 3.146 -1.181
Rb 2.629 0.880 1.135
S 0.730 -1.636 -0.264
F 0.867 2.072 0.269
O 0.557 -3.084 -0.454
O -0.782 -1.034 0.171
O 1.805 -1.124 0.601
C 0.960 -0.932 -1.941
C -0.813 0.289 0.773
C -2.178 0.569 1.373
H 1.818 -1.411 -2.413
H -2.318 0.043 2.317
H -2.312 1.636 1.551
H 0.069 -1.328 -2.427
H -3.057 0.372 0.760
H -0.664 1.027 -0.015
H -0.082 0.365 1.578
H 0.873 0.149 -1.833


14
Properties=species:S:1:pos:R:3 method="wB97M-V/def2-TZVPD" charge=+1 homo_energy_ev="-12.624 / -13.861" spin_multiplicity=1 total_energy_ev=-144804.30079
Br 0.729 -2.486 -1.658
Br -2.181 -3.250 -0.547
N 0.632 0.370 0.009
C -0.338 -2.953 -0.189
C -0.390 -0.141 0.983
C 0.134 1.557 -0.756
H -0.016 -0.696 1.917
H 0.676 1.783 -1.658
H 1.607 0.433 0.377
H 0.710 -0.485 -0.630
H -1.513 0.032 1.103
H 0.126 -3.658 0.448
H -1.041 1.506 -0.825
H 0.206 2.313 -0.049


15
Properties=species:S:1:pos:R:3 method="wB97M-V/def2-TZVPD" homo_energy_ev=-9.488 spin_multiplicity=1 total_energy_ev=-146303.70741
Br -1.848 -1.189 -2.138
Br 0.770 1.197 2.136
N -1.168 -1.171 1.088
N 0.633 0.684 -0.573
C 1.263 1.401 0.281
C 0.921 0.981 -1.968
C -1.144 -1.861 2.142
H -1.355 -0.192 1.132
H 0.163 1.643 -2.329
H 1.017 0.062 -2.467
H 2.081 2.091 0.271
H -1.371 -1.445 3.255
H 1.867 1.545 -1.941
H -0.865 -0.856 -1.155
H -0.964 -2.891 2.265


15
Properties=species:S:1:pos:R:3 method="wB97M-V/def2-TZVPD" homo_energy_ev=-10.129 spin_multiplicity=1 total_energy_ev=-153253.88015
Br 2.374 1.078 -0.669
Br 0.582 1.921 2.043
Si 0.479 0.510 0.339
O -0.777 1.094 -0.600
C 0.268 -1.290 0.653
C 1.089 -2.249 -0.192
C -1.631 2.209 -0.603
H -1.723 2.663 -1.613
H 0.852 -2.242 -1.336
H -0.768 -1.634 0.651
H -1.329 3.030 -0.023
H 0.578 -3.220 0.182
H 0.626 -1.415 1.711
H -2.752 1.916 -0.433
H 2.133 -2.372 -0.109


14
Properties=species:S:1:pos:R:3 method="wB97M-V/def2-TZVPD" homo_energy_ev=-7.732 spin_multiplicity=1 total_energy_ev=-151200.31009
Br -2.688 -0.910 0.506
Br -1.214 1.786 0.008
Si 0.940 0.532 -0.479
C 0.560 -0.715 -1.911
C -2.000 0.705 1.515
C 1.093 -0.301 1.195
H 0.963 -1.601 -1.438
H 1.583 1.827 -1.113
H -2.963 1.183 1.760
H 1.111 -0.311 -2.758
H 1.234 -1.363 1.107
H 0.086 -0.037 1.674
H -0.478 -0.907 -1.969
H 1.773 0.110 1.902


15
Properties=species:S:1:pos:R:3 method="wB97M-V/def2-TZVPD" charge=+1 homo_energy_ev=-12.757 spin_multiplicity=1 total_energy_ev=-93700.84534
I -0.935 3.028 1.779
Br 0.290 -2.232 0.980
S -1.089 0.489 -0.016
N -1.253 -1.692 -1.425
C -0.241 -1.064 -0.524
C 1.525 1.430 0.600
C 0.099 1.179 1.119
H -1.919 -1.090 -1.839
H -1.896 -2.161 -0.804
H 2.068 0.586 0.772
H 1.911 2.197 1.087
H 0.169 0.701 2.157
H 0.516 -0.741 -1.245
H -0.986 -2.372 -2.187
H 1.740 1.742 -0.453


15
Properties=species:S:1:pos:R:3 method="wB97M-V/def2-TZVPD" homo_energy_ev=-9.411 spin_multiplicity=1 total_energy_ev=-95455.20865
Br 2.460 -1.105 0.448
S 1.597 2.335 -0.367
P 1.069 0.518 -0.023
O 0.506 -0.097 -1.534
C -0.060 0.194 1.278
C 0.193 -1.369 -1.744
C -1.350 1.054 0.904
H -2.031 1.086 1.657
H 0.515 0.531 2.236
H -0.374 -0.832 1.636
H -0.783 -1.373 -2.172
H 0.823 -1.959 -2.399
H -1.620 0.819 -0.093
H 0.097 -1.898 -0.812
H -1.043 2.094 0.987


17
Properties=species:S:1:pos:R:3 method="wB97M-V/def2-TZVPD" homo_energy_ev="-4.262 / -10.866" spin_multiplicity=3 total_energy_ev=-50214.84054
Cl -1.433 -1.403 -3.429
Cl -0.298 1.449 -3.227
P -0.975 -0.060 -2.125
Si 0.556 0.336 0.540
F 1.771 1.326 0.150
O -2.141 0.463 -1.404
C 1.103 -0.908 1.861
C -0.801 1.363 1.060
C 0.365 -0.751 -0.976
H -1.474 1.216 0.276
H 1.849 -1.599 1.487
H -0.474 2.442 1.110
H 0.378 -1.603 2.224
H -1.114 0.887 1.980
H -0.064 -1.795 -0.761
H 1.424 -0.521 2.787
H 1.327 -0.842 -1.553


17
Properties=species:S:1:pos:R:3 method="wB97M-V/def2-TZVPD" charge=+2 homo_energy_ev=-15.709 spin_multiplicity=1 total_energy_ev=-40704.92962
Hg -0.512 -3.202 0.441
Hg 1.306 0.032 0.781
Cl -0.731 2.562 -2.614
Cl -0.828 5.477 -1.854
O 1.672 -2.349 0.678
O -0.897 -0.822 0.462
C -1.947 0.090 0.564
C -1.051 3.718 -1.265
C 2.820 -3.228 0.577
H 3.342 -3.331 1.529
H -2.673 0.000 -0.244
H 2.473 -4.232 0.331
H -2.493 -0.034 1.499
H -1.530 1.086 0.712
H -2.086 3.695 -0.921
H -0.368 3.489 -0.447
H 3.501 -2.951 -0.228


15
Properties=species:S:1:pos:R:3 method="wB97M-V/def2-TZVPD" homo_energy_ev=-9.626 spin_multiplicity=1 total_energy_ev=-31265.12438
Cl -1.089 1.847 -0.228
Cl 3.364 -0.145 -0.206
N -1.685 -0.350 1.118
N -1.000 -0.798 -1.221
C 0.745 -0.208 0.515
C 1.772 0.683 -0.121
C -0.709 0.026 0.218
H -1.652 -1.302 1.497
H -1.931 -0.657 -1.522
H 0.844 -1.234 0.114
H 1.531 0.930 -1.115
H 1.863 1.618 0.314
H -2.576 0.015 0.941
H -0.326 -0.484 -1.862
H 0.850 0.060 1.558


16
Properties=species:S:1:pos:R:3 method="wB97M-V/def2-TZVPD" charge=+1 homo_energy_ev=-13.384 spin_multiplicity=1 total_energy_ev=-28326.46324
I -1.472 1.529 -2.379
Cl 2.935 -0.132 0.140
N 1.012 -0.694 1.896
N -0.879 -1.064 -1.170
N -0.941 0.550 1.017
C 0.224 0.703 0.079
C -0.220 0.143 -1.370
C 1.401 -0.002 0.929
H 1.655 -1.284 2.323
H -0.369 -0.074 1.754
H 0.575 1.841 -0.040
H -1.353 1.434 1.198
H -0.264 -1.732 -0.868
H -1.343 -1.481 -1.965
H -1.664 0.033 0.568
H 0.705 0.230 -2.112


14
Properties=species:S:1:pos:R:3 method="wB97M-V/def2-TZVPD" homo_energy_ev="-8.150 / -8.215" spin_multiplicity=1 total_energy_ev=-31740.44322
I 4.977 -0.793 0.559
Cl 3.683 0.281 3.846
Si 3.331 0.512 1.864
C -0.457 0.781 -0.533
C -0.773 -0.527 0.190
C 0.402 -1.387 0.386
H 0.182 1.413 0.084
H -1.268 -0.323 1.144
H -1.375 1.323 -0.751
H 1.146 -1.453 -0.378
H 0.061 0.588 -1.468
H -1.508 -1.077 -0.425
H 3.544 1.903 1.494
H 0.452 -2.071 1.212


14
Properties=species:S:1:pos:R:3 method="wB97M-V/def2-TZVPD" homo_energy_ev="-8.190 / -8.358" spin_multiplicity=1 total_energy_ev=-31740.33509
I -1.532 -2.513 0.094
Cl -2.809 -0.847 -2.886
Si -1.997 -0.441 -1.175
C 1.268 -0.068 0.281
C 0.771 0.570 -0.980
C 0.631 0.479 1.560
H 2.413 0.080 0.457
H -3.060 0.122 -0.240
H -0.356 0.317 1.609
H 0.698 1.542 1.688
H 1.095 -1.149 0.106
H 1.113 0.065 2.468
H 1.043 0.144 -1.816
H 0.722 1.700 -1.166


15
Properties=species:S:1:pos:R:3 method="wB97M-V/def2-TZVPD" charge=+2 homo_energy_ev=-16.452 spin_multiplicity=1 total_energy_ev=-20212.35570
Cl 4.098 1.279 -2.519
N 1.042 -0.637 1.442
N -2.980 -1.075 0.300
N -0.900 -0.138 0.239
C 0.484 -0.170 0.383
C -1.859 -0.775 0.890
C 2.684 1.930 -2.171
H -1.209 0.402 -0.555
H -1.714 -1.090 1.926
H 1.937 1.286 -1.873
H -2.987 -0.652 -0.630
H -3.745 -1.452 0.840
H 2.590 2.992 -2.182
H 1.976 -0.682 1.671
H 0.583 -1.218 2.239


14
Properties=species:S:1:pos:R:3 method="wB97M-V/def2-TZVPD" homo_energy_ev=-8.984 spin_multiplicity=1 total_energy_ev=-19300.14310
Cl -1.715 1.497 2.026
O -0.436 -1.296 -0.686
N 1.372 0.465 -1.444
C -0.551 0.035 -0.127
C -1.309 -0.087 1.203
C 0.904 0.518 -0.078
H 0.140 -1.769 -0.073
H -1.097 0.592 -0.899
H -0.657 -0.666 1.881
H -2.205 -0.713 0.950
H 1.429 -0.264 0.570
H 0.748 -0.110 -2.018
H 2.318 0.348 -1.772
H 1.059 1.449 0.468


16
Properties=species:S:1:pos:R:3 method="wB97M-V/def2-TZVPD" charge=-1 homo_energy_ev="-3.726 / -3.725" spin_multiplicity=1 total_energy_ev=-30633.79074
Cl -1.590 -2.108 -0.933
P -0.466 0.038 1.125
O 0.158 -0.718 2.259
O -1.717 2.502 0.918
N 0.648 0.100 -0.130
C -1.963 -0.977 0.362
C 1.978 -0.300 0.183
C 0.328 0.957 -1.218
H -2.530 -1.358 1.268
H 2.498 -0.612 -0.722
H 2.607 0.506 0.551
H 2.003 -1.227 0.849
H 0.123 0.247 -2.092
H 1.176 1.654 -1.454
H -0.522 1.602 -0.784
H -2.730 -0.306 -0.182


15
Properties=species:S:1:pos:R:3 method="wB97M-V/def2-TZVPD" homo_energy_ev=-8.765 spin_multiplicity=1 total_energy_ev=-29146.68438
Cl -3.078 0.038 0.041
P -0.827 0.020 -0.159
O -0.401 -1.132 0.854
O -0.734 1.347 0.696
C 0.441 -2.213 0.460
C 0.092 0.070 -1.585
C 0.450 2.141 0.719
H 1.188 1.714 1.401
H 1.149 -2.380 1.275
H -0.150 -3.119 0.301
H 0.145 3.124 1.076
H 0.013 -0.822 -2.191
H 0.882 2.221 -0.279
H -0.158 0.956 -2.157
H 0.988 -1.964 -0.450


13
Properties=species:S:1:pos:R:3 method="wB97M-V/def2-TZVPD" homo_energy_ev="-8.618 / -8.195" spin_multiplicity=1 total_energy_ev=-25047.99791
Cl 3.434 0.144 0.422
P 1.545 -0.476 0.019
C -1.478 -0.227 0.773
C 1.089 0.982 -0.895
C -0.948 -0.772 -0.534
H -1.326 -0.396 -1.483
H 1.061 0.085 1.361
H -2.335 -0.842 1.079
H 0.800 1.908 -0.431
H -1.624 0.898 0.764
H -0.728 -0.571 1.669
H 1.094 1.018 -1.978
H -0.584 -1.752 -0.765


14
Properties=species:S:1:pos:R:3 method="wB97M-V/def2-TZVPD" charge=+2 homo_energy_ev=-17.814 spin_multiplicity=1 total_energy_ev=-7311.58584
Cs -0.497 5.186 5.938
O -1.165 0.681 -1.249
N 0.330 -1.070 -0.880
C -0.096 0.361 -0.823
C 0.819 1.266 -0.028
C -0.823 -1.927 -0.347
H 0.470 -1.291 -1.855
H 1.153 -1.190 -0.307
H 0.939 0.953 1.009
H -0.559 -2.959 -0.580
H 1.724 1.233 -0.636
H -0.962 -1.764 0.722
H -1.748 -1.756 -0.896
H 0.416 2.278 -0.067


17
Properties=species:S:1:pos:R:3 method="wB97M-V/def2-TZVPD" homo_energy_ev="-5.993 / -9.130" spin_multiplicity=3 total_energy_ev=-23544.72205
P 1.105 -0.265 2.292
F -1.239 -3.771 -1.756
F -0.092 -1.985 -1.497
O 1.746 -1.124 0.979
O 2.107 0.748 2.635
N 0.465 1.217 0.573
C -0.248 1.622 -0.527
C -0.787 2.848 -0.782
C -1.016 -2.727 -0.927
H 1.091 -1.875 0.901
H -1.906 -2.045 -0.832
H 1.418 0.923 0.415
H -1.387 2.916 -1.629
H -0.807 3.746 -0.037
H 0.397 1.973 1.371
H -0.178 0.832 -1.175
H -0.669 -3.032 -0.003


14
Properties=species:S:1:pos:R:3 method="wB97M-V/def2-TZVPD" charge=+1 homo_energy_ev="-17.267 / -15.577" spin_multiplicity=1 total_energy_ev=-17953.35966
P -0.055 0.974 0.550
F -0.919 2.303 0.566
F 1.063 0.932 3.075
C -0.479 -1.558 -0.423
C -1.233 -0.449 0.382
C 1.256 1.055 -0.629
H 0.438 -1.861 0.179
H -0.133 -1.362 -1.529
H -2.024 0.021 -0.136
H -1.140 -2.297 -0.669
H 0.909 1.660 -1.499
H 1.508 -0.009 -0.928
H 2.261 1.482 -0.325
H -1.452 -0.889 1.385


18
Properties=species:S:1:pos:R:3 method="wB97M-V/def2-TZVPD" charge=+1 homo_energy_ev="-13.145 / -13.145" spin_multiplicity=1 total_energy_ev=-17342.00087
F 2.502 -1.145 0.663
F 2.628 0.965 0.665
F 2.176 -0.124 -1.140
N -1.281 -2.056 -0.065
N -0.181 -1.577 -0.530
N -0.399 1.066 0.069
N -0.323 1.211 -1.292
C 1.907 -0.094 0.146
C 0.486 0.008 0.549
C -1.190 1.678 0.872
H 0.173 -0.053 1.503
H -1.316 1.420 1.947
H 0.391 0.643 -1.858
H -1.329 -2.561 0.773
H 0.618 -2.126 -0.386
H -0.819 2.132 -1.716
H -2.069 -1.628 -0.508
H -1.974 2.242 0.308


18
Properties=species:S:1:pos:R:3 method="wB97M-V/def2-TZVPD" charge=+1 homo_energy_ev="-13.172 / -13.173" spin_multiplicity=1 total_energy_ev=-17342.69765
F 2.001 1.304 0.543
F 1.306 0.487 -1.355
F 2.997 -0.394 -0.601
N -1.000 1.076 -0.001
N -1.612 0.317 -0.804
N -0.234 -2.712 0.301
N 0.462 -1.653 -0.176
C 0.988 -0.749 0.627
C -1.393 2.442 0.233
C 1.853 0.152 -0.187
H -1.322 2.773 1.271
H 0.886 -0.662 1.675
H -0.547 2.951 -0.312
H -1.323 -0.679 -0.825
H -0.449 -2.525 1.313
H -1.061 -3.052 -0.198
H -2.327 2.546 -0.291
H 0.776 -1.620 -1.212


17
Properties=species:S:1:pos:R:3 method="wB97M-V/def2-TZVPD" homo_energy_ev=-6.154 spin_multiplicity=1 total_energy_ev=-39257.38573
K 0.558 -1.437 -6.562
S 0.459 1.275 0.137
F -1.424 -3.119 -10.289
O 0.368 0.415 -1.077
O -0.147 2.559 0.268
O 0.166 0.332 1.536
C -1.744 -0.734 2.544
C -0.710 -0.738 1.442
C 2.243 1.463 0.447
H 2.669 1.670 -0.534
H -2.610 -1.167 2.044
H -0.041 -1.586 1.288
H 2.267 2.238 1.212
H 2.651 0.548 0.877
H -1.218 -0.757 0.478
H -1.428 -1.253 3.449
H -2.059 0.291 2.740


13
Properties=species:S:1:pos:R:3 method="wB97M-V/def2-TZVPD" homo_energy_ev=-9.621 spin_multiplicity=1 total_energy_ev=-7447.53540
F 0.306 1.362 -0.134
N -1.979 -0.156 -0.036
C -0.668 -0.776 -0.062
C 1.776 -0.533 -0.156
C 0.456 0.062 0.434
H -0.432 -1.209 -1.060
H -0.841 -1.657 0.487
H 1.877 -1.588 0.252
H -1.730 0.464 0.736
H 2.670 -0.045 0.272
H -2.190 0.476 -0.786
H 1.883 -0.298 -1.220
H 0.472 0.174 1.476


21
Properties=species:S:1:pos:R:3 method="wB97M-V/def2-TZVPD" homo_energy_ev=-10.370 spin_multiplicity=1 total_energy_ev=-39300.93019
S 2.160 -1.074 0.325
P -0.327 -2.582 0.492
F 2.331 -2.535 -0.168
O 3.084 -0.864 1.382
O 2.218 -0.214 -0.810
O -2.054 2.253 -1.329
O -0.339 -2.538 -1.136
O -1.799 -2.083 0.950
N 0.629 -1.135 0.959
N -0.330 3.046 -0.110
C -0.625 0.563 -0.517
C -1.078 2.011 -0.682
C -0.024 0.207 0.851
H 0.724 0.943 1.152
H 0.091 3.640 -0.817
H -0.819 0.209 1.602
H 0.412 2.726 0.499
H -0.804 -1.798 -1.553
H -1.543 -0.011 -0.683
H -1.974 -1.131 0.932
H 0.064 0.366 -1.339


14
Properties=species:S:1:pos:R:3 method="wB97M-V/def2-TZVPD" homo_energy_ev="-3.621 / -10.898" spin_multiplicity=3 total_energy_ev=-9486.81584
F 0.225 -1.522 -1.177
O 2.047 1.034 0.310
N 0.275 -0.249 -0.640
C -1.998 0.282 0.021
C -0.623 -0.164 0.507
C 1.856 -0.172 -0.118
H 2.317 -0.515 -1.002
H -2.232 1.361 0.422
H -0.079 0.541 1.087
H -2.049 0.413 -1.047
H 1.833 -0.942 0.622
H 1.824 1.535 -0.428
H -0.642 -1.235 0.966
H -2.755 -0.367 0.478


13
Properties=species:S:1:pos:R:3 method="wB97M-V/def2-TZVPD" homo_energy_ev=-9.570 spin_multiplicity=1 total_energy_ev=-15244.95620
P -3.579 -0.037 -0.509
F 1.442 1.389 1.098
C 0.473 -0.080 -0.571
C 2.954 0.272 -0.187
C 1.682 0.569 0.045
H -3.585 0.348 0.743
H 0.183 -0.913 0.122
H -0.304 0.663 -0.894
H 0.943 -0.577 -1.505
H -4.322 -1.074 -0.058
H 3.833 0.789 0.188
H 3.083 -0.292 -1.099
H -4.741 0.707 -0.817


14
Properties=species:S:1:pos:R:3 method="wB97M-V/def2-TZVPD" homo_energy_ev="-6.266 / -7.438" spin_multiplicity=9 total_energy_ev=-28167.79512
Gd 1.800 -1.410 0.545
O 0.428 0.674 0.533
O 0.182 -2.941 0.608
C -0.276 0.482 -0.726
C -0.232 1.484 1.473
C 0.437 -0.601 -1.489
H -0.561 -2.782 -0.132
H 0.453 1.634 2.317
H -0.503 2.450 1.016
H -1.322 0.227 -0.482
H -0.281 1.471 -1.220
H -1.152 1.004 1.847
H 0.955 -0.157 -2.353
H 0.071 -1.534 -1.938


18
Properties=species:S:1:pos:R:3 method="wB97M-V/def2-TZVPD" charge=+1 homo_energy_ev=-12.945 spin_multiplicity=1 total_energy_ev=-30175.02188
I -0.165 -3.430 1.405
S 2.630 -1.002 0.102
O 0.018 -1.261 3.858
N 0.482 -1.482 1.619
N 0.086 -0.435 -0.566
N 0.310 0.706 2.640
N 0.542 0.303 -1.664
C 0.965 -0.943 0.200
C -1.368 -0.625 -0.430
C 0.286 -0.676 2.879
H 2.946 -0.538 -1.041
H -1.588 -0.535 0.670
H -0.064 1.279 3.305
H 0.442 0.011 -2.661
H 0.144 1.305 -1.577
H 1.148 1.132 2.243
H -1.776 0.144 -0.926
H -1.709 -1.629 -0.689


16
Properties=species:S:1:pos:R:3 method="wB97M-V/def2-TZVPD" homo_energy_ev="-8.696 / -7.691" spin_multiplicity=1 total_energy_ev=-27756.20935
I -2.203 0.743 -0.017
S 0.971 1.407 0.093
O 0.162 1.928 1.184
O 2.170 0.613 0.359
N -0.104 0.325 -0.637
C -2.186 -2.272 0.585
C -1.842 -0.907 1.175
C 1.373 2.764 -1.075
H 2.014 2.264 -1.963
H -3.250 -2.334 0.382
H -2.309 -0.859 2.199
H -1.659 -2.585 -0.316
H -2.008 -3.097 1.277
H -0.004 0.265 -1.626
H 1.934 3.355 -0.482
H 0.585 3.368 -1.517


F_max (eV Å⁻¹)
6.48, 4.70, 3.15, 4.39, 4.69, 3.05, 4.68, 5.71, 6.46, 3.29, 5.61, 3.88, 1.21, 5.45, 5.61, 1.87, 3.04, 2.03, 2.96, 3.26, 4.95, 3.79, 4.63, 4.79, 3.94, 3.61, 1.46, 10.99, 3.00, 3.73, 5.09, 4.86